(1)
C5H10O | ωB97M-V with the def2-TZVPD basis set

Geometry as ORCA input:
```
! RIJCOSX wB97M-V def2-TZVPD def2/J DEFGRID3
* xyz 0 1
C 2.12 -0.43 0.47
C 1.06 -0.04 -0.51
C 0.14 1.12 -0.09
C -1.01 0.06 -0.48
C -2.20 -0.38 0.39
O -0.02 -1.05 -0.62
H 2.61 0.59 0.83
H 1.75 -0.99 1.32
H 2.90 -1.12 -0.28
H 1.46 0.09 -1.63
H 0.23 2.05 -0.62
H -0.11 1.24 0.97
H -1.36 0.26 -1.46
H -2.83 0.47 0.45
H -1.98 -0.74 1.45
H -2.76 -1.14 -0.20
*
```

Output
- HOMO energy: -9.399 eV
- SMILES string: C[C@@H]1C[C@H](C)O1
- Energy relative to the best compared isomer or geometry (same formula, charge and spin): 228.9 kJ/mol
- Frontier orbital gap: 10.5 eV

(2)
C17H19ClO2S4TeY | ωB97M-V with the def2-TZVPD basis set

Geometry as ORCA input:
```
! RIJCOSX wB97M-V def2-TZVPD def2/J DEFGRID3
* xyz -1 1
Y -0.18 -0.71 1.08
C 2.72 -0.58 -4.05
C 1.74 -0.91 -2.91
C 0.48 -1.57 -3.44
C 1.44 0.34 -2.10
C 0.66 1.37 -2.63
C 0.40 2.52 -1.90
C 0.91 2.69 -0.62
C 0.53 3.88 0.21
C 1.71 1.68 -0.09
C 1.97 0.52 -0.82
H 2.97 -1.48 -4.61
H 3.64 -0.14 -3.67
H 2.27 0.13 -4.74
H 2.23 -1.62 -2.24
H -0.04 -0.94 -4.16
H -0.21 -1.80 -2.62
H 0.73 -2.51 -3.93
H 0.24 1.26 -3.62
H -0.23 3.29 -2.34
H -0.43 3.71 0.69
H 0.44 4.78 -0.40
H 1.27 4.07 1.00
H 2.13 1.80 0.90
H 2.61 -0.25 -0.40
S 0.11 -2.81 2.75
C -0.14 -3.26 1.07
S 1.20 -2.91 0.01
S -1.69 -3.47 0.48
Cl -0.81 0.40 5.27
C 0.93 0.26 4.87
C 1.24 1.03 3.59
O 2.04 1.95 3.60
O 0.62 0.60 2.54
H 1.13 -0.80 4.71
H 1.50 0.65 5.70
Te -2.25 0.69 -0.69
C -3.43 -0.40 0.69
C -4.44 -1.30 0.56
C -4.75 -1.97 1.78
C -3.96 -1.60 2.82
S -2.88 -0.36 2.32
H -4.91 -1.52 -0.39
H -5.52 -2.73 1.87
H -3.97 -1.97 3.84
*
```

Output
- HOMO energy: -4.383 eV
- Energy relative to the best compared isomer or geometry (same formula, charge and spin): 71.2 kJ/mol
- Frontier orbital gap: 6.8 eV

(3)
C3H12CsO3 | ωB97M-V with the def2-TZVPD basis set

Geometry as ORCA input:
```
! RIJCOSX wB97M-V def2-TZVPD def2/J DEFGRID3
* xyz 1 1
Cs 0.81 -2.77 -1.98
C 0.34 2.19 -4.62
O -0.70 1.27 -4.39
H 0.27 3.05 -3.95
H 1.39 1.90 -4.53
H 0.17 2.58 -5.62
H -1.51 1.74 -4.59
C -2.01 -3.78 3.32
O -0.79 -3.17 2.81
H -2.88 -3.40 2.79
H -2.04 -4.86 3.18
H -2.02 -3.56 4.39
H -0.11 -3.21 3.48
C 1.28 2.00 1.92
O 1.88 1.37 0.77
H 0.44 1.43 2.33
H 2.06 2.25 2.64
H 0.92 2.98 1.62
H 2.49 2.02 0.42
*
```

Output
- HOMO energy: -12.719 eV
- Energy relative to the best compared isomer or geometry (same formula, charge and spin): 119.8 kJ/mol
- Frontier orbital gap: 9.1 eV

(4)
C5H10FNSi | ωB97M-V with the def2-TZVPD basis set

Geometry as ORCA input:
```
! RIJCOSX wB97M-V def2-TZVPD def2/J DEFGRID3
* xyz 0 1
C 1.18 -2.00 1.29
C 1.19 -0.86 0.29
C 0.00 -0.05 0.58
C -1.26 -0.76 0.39
N -2.18 -1.37 0.15
Si 0.03 1.64 -0.36
C -1.49 1.67 -1.63
F -1.41 2.82 -2.41
H 1.18 -1.76 2.38
H 0.18 -2.51 1.00
H 2.07 -2.69 1.12
H 1.23 -1.16 -0.71
H 2.22 -0.29 0.39
H 0.05 0.11 1.73
H -0.28 2.97 0.40
H 1.30 1.79 -1.28
H -1.57 0.87 -2.20
H -2.44 1.58 -1.14
*
```

Output
- HOMO energy: -10.624 eV
- SMILES string: CC[C@H](C#N)[SiH2]CF
- Energy relative to the best compared isomer or geometry (same formula, charge and spin): 290.5 kJ/mol
- Frontier orbital gap: 11.3 eV

(5)
C57H45CuN9O3PS | ωB97M-V with the def2-TZVPD basis set

Geometry as ORCA input:
```
! RIJCOSX wB97M-V def2-TZVPD def2/J DEFGRID3
* xyz 0 1
Cu 0.31 -0.48 -0.45
C -4.66 1.37 -0.89
N -3.23 1.43 -1.04
C -2.35 0.40 -0.95
N -1.12 0.84 -1.13
C -1.18 2.19 -1.32
C -2.51 2.57 -1.26
C -3.09 3.92 -1.28
C -3.87 4.39 -2.33
C -4.31 5.70 -2.33
C -3.99 6.55 -1.28
C -3.22 6.08 -0.23
C -2.77 4.77 -0.23
C -0.02 3.04 -1.55
C 1.25 2.62 -1.14
C 2.34 3.47 -1.22
C 2.18 4.75 -1.73
C 0.95 5.14 -2.22
C -0.14 4.30 -2.14
P -2.90 -1.35 -0.86
C -1.97 -1.94 0.60
N -0.66 -1.90 0.72
C -0.35 -2.38 1.95
C -1.52 -2.76 2.59
N -2.54 -2.48 1.71
C -3.93 -2.77 1.89
C -1.67 -3.29 3.93
C -2.55 -2.70 4.83
C -2.60 -3.12 6.15
C -1.78 -4.15 6.57
C -0.91 -4.76 5.68
C -0.85 -4.34 4.37
C 1.01 -2.29 2.47
C 2.11 -2.62 1.68
C 3.39 -2.37 2.14
C 3.59 -1.78 3.37
C 2.50 -1.46 4.17
C 1.22 -1.72 3.73
C -1.71 -1.95 -2.10
N -0.41 -1.71 -2.07
C 0.12 -2.26 -3.19
C -0.89 -2.87 -3.92
N -2.04 -2.66 -3.21
C -3.37 -3.05 -3.59
C -0.85 -3.54 -5.21
C -1.24 -4.88 -5.35
C -1.15 -5.50 -6.58
C -0.69 -4.80 -7.68
C -0.32 -3.47 -7.56
C -0.39 -2.85 -6.33
C 1.55 -2.17 -3.44
C 2.25 -3.15 -4.14
C 3.61 -3.03 -4.31
C 4.30 -1.95 -3.78
C 3.61 -0.97 -3.08
C 2.24 -1.08 -2.91
H -4.93 0.50 -0.30
H -5.15 1.28 -1.87
H -5.02 2.27 -0.40
H -4.09 3.74 -3.17
H -4.89 6.07 -3.17
H -4.34 7.57 -1.29
H -2.96 6.73 0.59
H -2.15 4.40 0.57
H 1.36 1.62 -0.75
H 3.31 3.16 -0.87
H 3.02 5.43 -1.74
H 0.84 6.12 -2.67
H -1.09 4.61 -2.55
H -4.04 -3.60 2.59
H -4.37 -3.04 0.93
H -4.47 -1.90 2.29
H -3.17 -1.87 4.50
H -3.26 -2.62 6.84
H -1.81 -4.46 7.61
H -0.27 -5.56 6.02
H -0.17 -4.80 3.68
H 1.94 -3.05 0.70
H 4.24 -2.61 1.52
H 4.59 -1.56 3.72
H 2.65 -1.00 5.13
H 0.37 -1.46 4.34
H -3.44 -3.09 -4.68
H -4.09 -2.31 -3.21
H -3.63 -4.03 -3.18
H -1.59 -5.43 -4.49
H -1.43 -6.54 -6.67
H -0.61 -5.30 -8.64
H 0.04 -2.93 -8.42
H -0.10 -1.81 -6.22
H 1.72 -4.00 -4.54
H 4.15 -3.80 -4.85
H 5.36 -1.87 -3.91
H 4.13 -0.12 -2.68
H 1.69 -0.33 -2.37
O 6.23 4.41 2.41
S 6.18 5.00 3.73
O 7.03 4.36 4.72
O 6.15 6.45 3.75
C 4.52 4.52 4.36
N 4.08 4.94 5.53
C 2.92 4.47 5.95
C 2.21 3.49 5.25
C 2.76 3.11 4.03
N 3.89 3.67 3.58
C 2.20 2.12 3.11
C 0.84 1.83 3.03
C 0.40 0.96 2.05
N 1.23 0.37 1.18
C 2.53 0.63 1.27
C 3.06 1.50 2.20
H 2.56 4.87 6.89
H 1.32 3.05 5.66
H 0.13 2.29 3.70
H -0.65 0.72 1.94
H 3.17 0.13 0.55
H 4.10 1.76 2.23
*
```

Output
- HOMO energy: -6.836 eV
- Frontier orbital gap: 6.4 eV

(6)
CH3BrI2Si | ωB97M-V with the def2-TZVPD basis set

Geometry as ORCA input:
```
! RIJCOSX wB97M-V def2-TZVPD def2/J DEFGRID3
* xyz 0 1
C -0.16 0.03 0.16
Si -1.93 1.01 0.91
Br -1.42 2.41 2.64
I -3.16 2.33 -0.77
I -3.46 -0.67 1.86
H 0.71 -0.46 0.73
H -0.80 -0.73 -0.44
H 0.17 0.80 -0.47
*
```

Output
- HOMO energy: -9.801 eV
- SMILES string: C[Si](Br)(I)I
- Energy relative to the best compared isomer or geometry (same formula, charge and spin): 42.8 kJ/mol
- Frontier orbital gap: 9.3 eV

(7)
C3H10NO3 | ωB97M-V with the def2-TZVPD basis set

Geometry as ORCA input:
```
! RIJCOSX wB97M-V def2-TZVPD def2/J DEFGRID3
* xyz 0 2
O -0.27 -0.15 2.57
C -0.44 1.03 2.55
O -1.21 1.64 1.63
H 0.01 1.73 3.27
H -1.16 2.60 1.76
C 0.97 0.18 -1.29
O 0.99 0.87 -2.54
C -0.15 -0.85 -1.28
N -0.15 -1.63 0.01
H 0.86 0.87 -0.45
H 1.93 -0.32 -1.20
H 0.20 1.42 -2.59
H -1.12 -0.36 -1.35
H -0.03 -1.58 -2.08
H -0.28 -1.01 0.84
H 0.77 -2.12 0.12
H -0.91 -2.35 0.01
*
```

Output
- HOMO energy (spin up / spin down): -3.138 / -11.012 eV
- Expectation value of S²: 0.75
- Energy relative to the best compared isomer or geometry (same formula, charge and spin): 74.7 kJ/mol
- Frontier orbital gap (spin up / spin down): 3.1 / 10.9 eV

(8)
C14H21FN4O3PSc | ωB97M-V with the def2-TZVPD basis set

Geometry as ORCA input:
```
! RIJCOSX wB97M-V def2-TZVPD def2/J DEFGRID3
* xyz 0 1
Sc 1.44 -1.47 -0.26
C -0.35 0.98 -1.98
N -0.32 -0.23 -1.17
C -1.42 -0.88 -0.94
C -1.48 -2.08 -0.16
C -2.63 -2.81 0.18
C -2.19 -3.87 0.97
C -0.79 -3.74 1.06
N -0.36 -2.67 0.38
C -1.69 1.55 -2.35
C -2.11 1.56 -3.68
C -3.35 2.10 -4.02
C -4.17 2.64 -3.05
C -3.75 2.64 -1.72
C -2.53 2.10 -1.38
H 0.24 0.77 -2.88
H 0.22 1.76 -1.44
H -2.37 -0.53 -1.33
H -3.64 -2.57 -0.11
H -2.79 -4.65 1.41
H -0.10 -4.39 1.56
H -1.47 1.13 -4.44
H -3.66 2.10 -5.06
H -5.13 3.06 -3.31
H -4.40 3.05 -0.95
H -2.21 2.08 -0.34
O 1.77 -2.15 -1.79
N 1.84 2.44 0.86
C 2.70 2.05 2.04
P 2.78 0.21 1.70
O 3.47 0.09 0.38
O 1.30 -0.12 1.73
C 3.56 -0.52 3.16
N 3.18 -1.96 3.16
H 2.34 2.18 0.00
H 1.59 3.43 0.82
H 1.00 1.85 0.89
H 2.16 2.32 2.95
H 3.64 2.59 1.97
H 3.21 -0.06 4.08
H 4.64 -0.39 3.07
H 3.62 -2.49 3.90
H 3.15 -2.44 1.88
H 2.17 -2.01 3.28
F 2.90 -2.64 0.91
*
```

Output
- HOMO energy: -6.591 eV
- Energy relative to the best compared isomer or geometry (same formula, charge and spin): 416.4 kJ/mol
- Frontier orbital gap: 5.8 eV